No. 1
Formula: C4H6N2O
Source: OMol25
Level of theory: wB97M-V/def2-TZVPD

The geometry in XYZ format:
```
13
Properties=species:S:1:pos:R:3:nbo_charge:R:1
C 1.887 0.599 0.372 -0.629
C 0.607 0.184 -0.262 0.110
C 0.213 -1.066 -0.617 -0.137
N -1.186 -1.056 -0.537 -0.565
C -1.511 0.194 -0.126 0.634
O -2.775 0.520 0.185 -0.661
N -0.494 0.991 -0.015 -0.547
H 2.150 1.641 0.188 0.223
H 2.723 -0.067 0.150 0.215
H 1.659 0.509 1.441 0.220
H 0.770 -1.958 -0.867 0.216
H -1.756 -1.868 -0.361 0.419
H -2.701 1.414 0.555 0.503
```

Output
orbital gap: 9.002 eV
SMILES: Cc1c[nH]c(O)n1

***

No. 2
Formula: C4H6N2O2
Source: OMol25
Level of theory: wB97M-V/def2-TZVPD

The geometry in XYZ format:
```
14
Properties=species:S:1:pos:R:3:nbo_charge:R:1
C 2.458 -0.030 -0.067 -0.711
C 0.930 0.310 0.241 0.492
C -0.137 0.093 -1.031 0.638
C -2.278 -0.340 0.609 0.267
H 2.624 -1.123 -0.259 0.239
H 3.184 0.343 0.635 0.246
H 2.633 0.459 -1.149 0.254
H -2.272 -0.212 -1.411 0.413
H -3.015 -1.022 0.190 0.166
H -1.248 0.426 1.905 0.349
N -1.475 -0.288 -0.561 -0.693
N -2.136 0.067 1.843 -0.617
O 0.711 1.103 1.257 -0.520
O 0.021 0.214 -2.202 -0.522
```

Output
orbital gap: 9.389 eV
SMILES: [H]/N=C\NC(=O)C(C)=O

***

No. 3
Formula: C4H6N2O2
Source: OMol25
Level of theory: wB97M-V/def2-TZVPD

The geometry in XYZ format:
```
14
Properties=species:S:1:pos:R:3:nbo_charge:R:1
C -0.386 -0.874 0.172 0.336
C 1.078 -0.829 0.222 0.475
N -2.177 0.485 -0.202 -0.614
C 1.422 0.527 -0.352 -0.252
C 1.264 1.649 0.388 -0.311
O -1.028 -2.066 0.194 -0.680
N -0.860 0.205 -0.384 -0.252
O 1.741 -1.853 0.192 -0.550
H -0.338 -2.723 0.402 0.508
H -2.554 1.077 -0.927 0.372
H -2.762 -0.307 0.044 0.355
H 2.277 0.464 -1.018 0.210
H 1.977 2.456 0.336 0.198
H 0.345 1.787 0.933 0.203
```

Output
orbital gap (alpha / beta): 8.381 / 8.380 eV
SMILES: C=CC(=O)/C(O)=N/N

***

No. 4
Formula: C4H6N2O2
Source: OMol25
Level of theory: wB97M-V/def2-TZVPD

The geometry in XYZ format:
```
14
Properties=species:S:1:pos:R:3:nbo_charge:R:1
C -2.042 0.822 0.918 -0.722
C 0.148 -0.488 0.842 0.424
C 1.412 -0.160 -0.525 0.522
C -0.981 0.148 0.114 0.466
N 1.333 -1.191 -1.398 -0.819
N 2.425 0.460 -0.166 -0.852
O 0.177 -1.316 1.702 -0.469
O -0.767 0.392 -1.086 -0.506
H 2.182 -1.512 -1.840 0.406
H 0.422 -1.575 -1.589 0.404
H 2.610 1.444 -0.311 0.406
H -2.232 0.264 1.835 0.235
H -2.956 0.874 0.326 0.245
H -1.732 1.836 1.179 0.258
```

Output
orbital gap (alpha / beta): 6.715 / 6.717 eV
SMILES: [H]/N=C(/N)C(=O)C(C)=O

***

No. 5
Formula: C4H6N2O2
Source: OMol25
Level of theory: wB97M-V/def2-TZVPD

The geometry in XYZ format:
```
14
Properties=species:S:1:pos:R:3:nbo_charge:R:1
C 0.214 -1.569 0.216 0.236
C 1.354 0.635 -0.093 0.823
C -0.910 0.058 -1.348 -0.598
C -0.181 -0.250 0.051 -0.108
N 0.445 -2.676 0.307 -0.284
N -0.546 0.277 1.340 -0.837
O 1.691 1.084 1.034 -0.659
O 1.889 0.659 -1.152 -0.569
H -0.725 1.046 -1.648 0.223
H -1.929 -0.194 -1.474 0.220
H -0.265 -0.671 -2.077 0.249
H -1.083 -0.411 1.815 0.391
H -0.978 1.196 1.284 0.391
H 1.024 0.815 1.746 0.524
```

Output
orbital gap: 10.032 eV
SMILES: C[C@@](N)(C#N)C(=O)O

***

No. 6
Formula: C4H6N2O2
Source: OMol25
Level of theory: wB97M-V/def2-TZVPD

The geometry in XYZ format:
```
14
Properties=species:S:1:pos:R:3:nbo_charge:R:1
C 1.277 -0.393 -0.153 0.056
C 0.971 0.921 0.148 -0.408
C -0.390 1.562 -0.064 0.487
C -1.719 0.743 -0.059 -0.026
H 3.317 -0.764 0.797 0.319
H 2.255 -1.922 0.159 0.371
H 0.456 -1.167 -0.503 0.226
H 1.698 1.754 0.130 0.243
H -2.663 1.218 -0.470 0.225
H -2.818 -2.107 0.602 0.466
N 2.467 -0.970 -0.352 -0.720
N -1.563 -0.548 0.183 -0.122
O -0.431 2.834 -0.163 -0.551
O -2.855 -1.160 -0.254 -0.567
```

Output
orbital gap: 8.818 eV

***

No. 7
Formula: C4H6N2O2
Source: OMol25
Level of theory: wB97M-V/def2-TZVPD

The geometry in XYZ format:
```
14
Properties=species:S:1:pos:R:3:nbo_charge:R:1
C -0.690 -0.338 1.147 -0.071
C -0.528 -0.702 -0.265 0.206
C 0.123 -1.724 -0.887 -0.406
C -0.676 1.268 -1.504 0.662
H 1.793 1.015 2.237 0.360
H 1.404 0.817 0.663 0.369
H -1.699 -0.308 1.487 0.201
H 0.637 -2.365 -0.132 0.235
H 0.222 -1.764 -2.010 0.235
H -1.489 1.815 -2.091 0.124
N 1.528 0.277 1.613 -0.627
N 0.228 0.059 1.986 -0.184
O -1.266 0.214 -1.062 -0.495
O 0.412 1.736 -1.183 -0.608
```

Output
orbital gap: 9.924 eV
SMILES: C=C(/C=N\N)OC=O

***

No. 8
Formula: C4H6N2O2
Source: OMol25
Level of theory: wB97M-V/def2-TZVPD

The geometry in XYZ format:
```
14
Properties=species:S:1:pos:R:3:nbo_charge:R:1
C 1.999 1.114 -0.253 0.395
C -0.224 -0.014 0.127 0.970
C 2.324 -1.274 -0.533 -0.391
C -2.025 1.516 0.170 -0.247
N 2.508 2.136 -0.388 -0.396
N 1.592 -0.099 -0.024 -0.536
O -0.909 -0.963 -0.052 -0.562
O -0.575 1.232 0.458 -0.508
H 3.200 -1.412 0.114 0.211
H 1.574 -2.069 -0.412 0.227
H 2.650 -1.078 -1.509 0.201
H -2.552 1.334 1.085 0.207
H -2.210 0.730 -0.585 0.210
H -1.925 2.522 -0.237 0.220
```

Output
orbital gap: 9.899 eV
SMILES: COC(=O)N(C)C#N

***

Quick rundown of energy above the lowest of the compared OMol25 structures with the same formula, charge and spin, same order as above: 14.14 79.61 98.06 97.95 45.99 179.93 78.51 69.77 kcal/mol